# C52H66N2O4SV

C52H66N2O4SV as an isolated structure (wB97M-V/def2-TZVPD, OMol25).

Geometry (Å):
V  0.39  -0.12  0.00
C  1.51  -0.97  -2.72
O  0.53  -0.16  -2.05
C  -0.77  -0.12  -2.59
C  -1.53  -1.26  -2.79
C  -1.06  -2.71  -2.59
C  -0.61  -3.28  -1.24
C  -0.15  -4.59  -1.21
C  0.11  -5.27  -0.02
C  -0.17  -4.61  1.17
C  -0.63  -3.29  1.20
C  -1.11  -2.75  2.55
C  -1.59  -1.31  2.75
C  -2.89  -1.12  3.21
C  -3.43  0.14  3.45
C  -2.62  1.25  3.19
C  -1.31  1.12  2.74
C  -0.45  2.36  2.57
C  -0.36  3.09  1.22
C  0.13  4.39  1.22
C  0.39  5.09  0.04
C  0.15  4.41  -1.16
C  -0.33  3.11  -1.21
C  -0.41  2.41  -2.58
C  -1.27  1.17  -2.77
C  -2.56  1.29  -3.24
C  -3.37  0.18  -3.50
C  -2.82  -1.07  -3.27
C  -4.78  0.38  -4.05
C  -5.49  -0.95  -4.31
C  -5.61  1.19  -3.04
C  -4.71  1.15  -5.38
C  -0.61  2.44  0.00
O  -1.06  1.21  -0.01
C  0.95  6.51  0.01
C  0.00  7.43  -0.77
C  1.12  7.09  1.42
C  2.32  6.51  -0.67
C  -0.82  -0.17  2.58
O  0.49  -0.25  2.08
C  1.44  -1.04  2.80
C  -4.84  0.35  3.99
C  -5.66  1.17  2.98
C  -5.57  -0.97  4.23
C  -4.77  1.11  5.32
C  -0.78  -2.59  -0.01
O  -1.09  -1.32  -0.01
C  0.62  -6.71  -0.07
C  1.96  -6.76  -0.82
C  0.84  -7.30  1.32
C  -0.39  -7.60  -0.81
H  1.41  -0.84  -3.79
H  2.48  -0.61  -2.38
H  1.41  -2.02  -2.45
H  -1.91  -3.32  -2.89
H  -0.29  -2.93  -3.34
H  -0.01  -5.10  -2.16
H  -0.05  -5.12  2.12
H  -1.96  -3.37  2.82
H  -0.35  -2.97  3.30
H  -3.50  -2.00  3.37
H  -3.00  2.25  3.34
H  -0.80  3.10  3.30
H  0.57  2.11  2.86
H  0.32  4.86  2.18
H  0.37  4.91  -2.11
H  -0.76  3.16  -3.29
H  0.61  2.17  -2.87
H  -2.95  2.29  -3.39
H  -3.42  -1.96  -3.43
H  -5.60  -1.53  -3.39
H  -6.50  -0.75  -4.69
H  -4.96  -1.55  -5.05
H  -5.70  0.65  -2.10
H  -5.15  2.15  -2.83
H  -6.61  1.37  -3.43
H  -4.08  0.62  -6.10
H  -5.71  1.26  -5.81
H  -4.29  2.15  -5.24
H  -0.99  7.44  -0.31
H  0.38  8.46  -0.78
H  -0.11  7.10  -1.80
H  0.17  7.12  1.96
H  1.83  6.50  2.01
H  1.50  8.11  1.35
H  2.25  6.18  -1.71
H  2.76  7.51  -0.67
H  3.00  5.83  -0.15
H  1.21  -1.00  3.86
H  1.43  -2.07  2.45
H  2.41  -0.60  2.62
H  -5.74  0.64  2.03
H  -6.67  1.35  3.37
H  -5.19  2.14  2.78
H  -5.68  -1.55  3.31
H  -5.05  -1.59  4.97
H  -6.57  -0.77  4.62
H  -4.35  2.11  5.19
H  -5.77  1.22  5.75
H  -4.14  0.57  6.04
H  2.71  -6.16  -0.30
H  2.33  -7.79  -0.89
H  1.87  -6.36  -1.84
H  1.55  -6.71  1.90
H  -0.10  -7.35  1.88
H  1.23  -8.32  1.23
H  -0.50  -7.29  -1.86
H  -0.06  -8.65  -0.80
H  -1.37  -7.54  -0.34
C  7.23  1.86  0.91
C  6.16  0.94  0.42
C  6.38  -0.32  -0.05
C  5.25  -1.08  -0.44
N  4.03  -0.63  -0.37
C  3.80  0.64  0.10
S  2.30  1.37  0.22
N  4.90  1.37  0.49
C  5.42  -2.46  -0.98
H  8.22  1.44  0.72
H  7.12  2.03  1.98
H  7.16  2.83  0.41
H  7.38  -0.72  -0.11
H  4.70  2.32  0.79
H  6.46  -2.73  -1.11
H  4.90  -2.55  -1.94
H  4.95  -3.17  -0.30

E_HOMO (spin up / spin down) ... -5.8617 / -6.6748 eV
Energy above the lowest of the compared OMol25 structures with the same formula, charge and spin ... 0.364 eV
Orbital gap (spin up / spin down) ... 5.36 / 6.19 eV
E_tot ... -102690.796 eV
2S+1 ... 4